Entry from the Open Molecules 2025 dataset: a cluster of 2 separate species, C2H10N2P in total at a distorted geometry (ωB97M-V/def2-TZVPD).

The geometry in XYZ format:
```
15
Properties=species:S:1:pos:R:3
C -2.051 0.658 0.607
C 0.967 -0.676 -0.352
N 1.593 -1.420 0.634
N 1.195 0.824 -0.491
P -1.493 -0.913 -0.236
H -2.083 0.575 1.675
H -3.151 0.780 0.230
H -1.262 1.534 0.508
H 1.174 -0.998 -1.294
H 1.617 -2.370 0.297
H 1.272 -1.235 1.570
H 1.245 1.193 0.430
H 1.999 1.196 -1.107
H 0.328 1.144 -0.873
H -1.350 -0.293 -1.599
```

## Properties
ΔE to the lowest compared entry with this formula, charge and spin: 342.3 kJ/mol
strongest force on any atom: 0.0774 hartree/bohr
charge: +1
gap between HOMO and LUMO: 8.78 eV
HOMO level: -12.68 eV
2S+1: 1


Entry from the Open Molecules 2025 dataset: a structure of composition C18H28LiN4NbO3S2 at a distorted geometry (ωB97M-V/def2-TZVPD).

The geometry in XYZ format:
```
57
Properties=species:S:1:pos:R:3
N 1.438 0.035 0.598
C 2.170 0.298 1.511
O 2.962 0.671 2.324
Li -0.066 0.275 2.541
Nb -0.460 0.097 -0.236
N -0.297 -1.873 -0.098
N 0.370 0.637 -1.917
C 0.522 -3.103 -0.184
C 1.622 1.126 -2.541
C -0.274 -4.291 0.371
C 0.880 -3.368 -1.646
C 1.831 -2.996 0.616
C 1.967 2.481 -1.918
C 1.463 1.267 -4.051
C 2.739 0.127 -2.235
H -0.613 -4.084 1.396
H 0.371 -5.181 0.382
H -1.139 -4.494 -0.269
H -0.039 -3.525 -2.218
H 1.511 -4.265 -1.720
H 1.429 -2.514 -2.061
H 2.428 -2.127 0.299
H 2.435 -3.913 0.448
H 1.627 -2.928 1.699
H 1.182 3.206 -2.156
H 2.911 2.857 -2.335
H 2.064 2.394 -0.826
H 0.795 2.097 -4.292
H 1.098 0.338 -4.496
H 2.441 1.496 -4.484
H 3.679 0.477 -2.696
H 2.516 -0.861 -2.664
H 2.907 0.019 -1.152
C -1.737 -1.966 -0.527
H -2.234 -0.951 -0.636
H -1.878 -2.469 -1.493
H -2.329 -2.496 0.232
C -0.911 1.223 -2.412
H -1.731 1.113 -1.635
H -0.784 2.292 -2.626
H -1.249 0.759 -3.347
O -3.461 -1.419 3.728
S -3.782 -0.168 3.068
O -5.053 -0.009 2.394
N -2.419 0.262 2.030
C -2.027 1.507 2.279
S -0.732 2.163 1.263
C -2.453 2.046 3.557
C -1.747 3.017 4.268
C -2.143 3.288 5.570
C -3.225 2.582 6.141
C -3.855 1.531 5.436
C -3.425 1.233 4.148
H -0.868 3.477 3.795
H -1.598 4.022 6.171
H -3.554 2.837 7.139
H -4.685 0.965 5.862
```

## Properties
ΔE to the lowest compared entry with this formula, charge and spin: 172.4 kJ/mol
strongest force on any atom: 0.0816 hartree/bohr
charge: +2
gap between HOMO and LUMO (alpha / beta): 6.54 / 6.54 eV
HOMO level (alpha / beta): -15.66 / -15.66 eV
2S+1: 1


Entry from the Open Molecules 2025 dataset: a structure of composition C65H49F9Ge2N3OPS2Ta at a distorted geometry (ωB97M-V/def2-TZVPD).

The geometry in XYZ format:
```
133
Properties=species:S:1:pos:R:3
Ta 1.052 -0.280 0.667
N 0.206 -5.047 -0.115
C 0.387 -3.781 0.358
S 0.747 -2.555 -0.902
N 0.244 -3.509 1.590
N 0.667 -2.250 1.999
C 0.778 -2.259 3.284
C 1.472 -1.284 4.109
C 1.469 -1.438 5.491
C 2.285 -0.652 6.281
C 3.146 0.255 5.666
C 3.147 0.415 4.284
C 2.273 -0.331 3.538
O 2.139 -0.129 2.173
H 0.424 -5.275 -1.067
H 0.203 -5.799 0.556
H 0.411 -3.152 3.784
H 0.818 -2.191 5.939
H 2.274 -0.760 7.361
H 3.826 0.852 6.266
H 3.792 1.139 3.796
C 0.859 -0.603 -5.602
C 1.098 0.682 -5.121
C 1.712 0.863 -3.882
C 2.088 -0.231 -3.098
C 1.881 -1.520 -3.612
C 1.265 -1.706 -4.854
Ge 2.871 0.128 -1.351
C 3.694 1.858 -1.657
C 3.128 3.116 -1.460
C 3.767 4.266 -1.910
C 4.991 4.169 -2.562
C 5.574 2.922 -2.757
C 4.928 1.772 -2.315
C 4.274 -1.162 -1.020
C 4.750 -1.375 0.280
C 5.847 -2.202 0.511
C 6.479 -2.827 -0.557
C 6.016 -2.627 -1.854
C 4.917 -1.799 -2.086
H 0.388 -0.744 -6.571
H 0.823 1.547 -5.723
H 1.911 1.872 -3.523
H 2.245 -2.387 -3.076
H 1.132 -2.710 -5.252
H 2.190 3.229 -0.951
H 3.303 5.239 -1.752
H 5.488 5.063 -2.921
H 6.536 2.840 -3.256
H 5.401 0.806 -2.479
H 4.275 -0.887 1.124
H 6.213 -2.352 1.523
H 7.338 -3.468 -0.380
H 6.514 -3.111 -2.689
H 4.572 -1.647 -3.104
F -6.714 2.561 -2.687
C -6.151 1.645 -3.488
F -7.127 0.888 -4.012
F -5.517 2.275 -4.489
C -5.189 0.781 -2.703
C -4.024 0.322 -3.302
C -3.158 -0.484 -2.586
C -3.452 -0.819 -1.261
C -4.642 -0.385 -0.679
C -5.510 0.420 -1.410
P -2.360 -1.941 -0.374
C -2.809 -1.936 1.363
C -2.816 -3.087 2.139
C -2.956 -2.990 3.520
C -3.095 -1.749 4.107
C -3.116 -0.593 3.337
C -2.951 -0.678 1.968
C -3.137 -1.601 5.606
F -3.126 -2.795 6.215
F -4.232 -0.933 5.985
F -2.053 -0.902 6.013
C -2.634 -3.509 -1.185
C -1.981 -3.801 -2.382
C -2.287 -4.968 -3.065
C -3.246 -5.829 -2.555
C -3.944 -5.512 -1.401
C -3.649 -4.343 -0.715
C -3.509 -7.151 -3.234
F -3.064 -7.137 -4.497
F -2.874 -8.132 -2.573
F -4.819 -7.430 -3.241
H -3.791 0.603 -4.322
H -2.253 -0.839 -3.071
H -4.901 -0.662 0.335
H -6.434 0.771 -0.963
H -2.676 -4.064 1.690
H -2.950 -3.884 4.133
H -3.259 0.372 3.814
H -2.938 0.233 1.375
H -1.243 -3.124 -2.803
H -1.791 -5.202 -4.002
H -4.730 -6.170 -1.044
H -4.226 -4.084 0.167
C -0.504 1.508 3.420
Ge 0.185 2.130 1.701
C 1.686 3.237 2.255
C 1.277 4.321 3.037
C 2.222 5.158 3.626
C 3.578 4.919 3.433
C 3.990 3.844 2.651
C 3.047 3.002 2.071
C -1.218 3.134 0.873
C -2.309 3.369 1.683
C -3.331 4.289 1.319
C -3.234 4.968 0.148
C -2.160 4.719 -0.752
C -2.108 5.382 -2.005
C -1.129 5.097 -2.908
C -0.149 4.123 -2.596
C -0.164 3.492 -1.385
C -1.157 3.776 -0.411
H -1.031 2.345 3.884
H 0.335 1.253 4.062
H -1.174 0.651 3.355
H 0.217 4.534 3.184
H 1.893 6.000 4.230
H 4.315 5.573 3.890
H 5.049 3.658 2.487
H 3.396 2.179 1.484
H -2.408 2.858 2.635
H -4.172 4.454 1.986
H -3.983 5.707 -0.124
H -2.872 6.120 -2.236
H -1.099 5.610 -3.866
H 0.621 3.883 -3.328
H 0.594 2.751 -1.169
S -0.502 0.233 -1.073
C -0.599 -1.397 -0.408
```

## Properties
strongest force on any atom: 0.0601 hartree/bohr
⟨S²⟩: 0.768
charge: +2
gap between HOMO and LUMO (alpha / beta): 6.39 / 4.69 eV
HOMO level (alpha / beta): -12.51 / -12.50 eV
2S+1: 2


Entry from the Open Molecules 2025 dataset: the molecule C20H27N5O4 (ωB97M-V/def2-TZVPD).

The geometry in XYZ format:
```
56
Properties=species:S:1:pos:R:3
C -4.011 3.810 0.678
C -4.064 2.447 1.293
C -2.964 1.662 1.388
C -3.033 0.344 1.997
N -2.200 -0.583 2.242
C -0.795 -0.652 1.885
C -0.489 -2.144 1.712
C 0.970 -2.432 1.388
C 1.422 -1.685 0.143
C 1.153 -0.195 0.338
C -0.313 0.108 0.642
C 2.895 -1.958 -0.143
N 3.282 -1.444 -1.451
C 4.081 -0.343 -1.520
O 4.458 0.258 -0.525
C 4.543 0.113 -2.857
C 4.998 -0.581 -3.924
O 5.450 0.245 -4.864
N 5.296 1.554 -4.418
C 4.776 1.476 -3.229
C 4.491 2.706 -2.440
C 2.460 -1.977 -2.527
C 0.991 -1.733 -2.212
O 0.640 -2.227 -0.937
N -4.348 0.073 2.432
C -5.385 0.910 2.296
C -6.725 0.412 2.786
O -6.623 -0.703 3.651
N -5.315 2.082 1.754
H -3.009 4.060 0.334
H -4.703 3.858 -0.164
H -4.339 4.554 1.405
H -2.027 2.036 1.019
H -0.212 -0.285 2.744
H -0.787 -2.663 2.624
H -1.124 -2.524 0.908
H 1.613 -2.127 2.220
H 1.121 -3.503 1.234
H 1.780 0.142 1.169
H 1.486 0.382 -0.528
H -0.944 -0.161 -0.211
H -0.392 1.183 0.786
H 3.529 -1.497 0.610
H 3.056 -3.041 -0.142
H 5.080 -1.634 -4.138
H 5.070 2.699 -1.519
H 4.738 3.586 -3.030
H 3.438 2.745 -2.160
H 2.711 -1.502 -3.471
H 2.643 -3.053 -2.613
H 0.774 -0.660 -2.291
H 0.361 -2.258 -2.929
H -4.499 -0.828 2.868
H -7.253 1.253 3.237
H -7.301 0.090 1.918
H -6.453 -0.393 4.545
```

## Properties
ΔE to the lowest compared entry with this formula, charge and spin: 116.0 kJ/mol
structure (SMILES): Cc1c/c(=N\[C@H]2CC[C@@]3(CC2)CN(C(=O)c2conc2C)CCO3)[nH]c(CO)n1
strongest force on any atom: 0.0023 hartree/bohr
gap between HOMO and LUMO: 8.64 eV
HOMO level: -8.07 eV
2S+1: 1


Entry from the Open Molecules 2025 dataset: the molecule C4H12N2O at a distorted geometry (ωB97M-V/def2-TZVPD).

The geometry in XYZ format:
```
19
Properties=species:S:1:pos:R:3
C -1.740 0.922 0.006
C -1.157 -1.405 0.094
C -0.682 -0.010 -0.381
C 0.678 0.325 0.263
N 3.158 -0.069 -0.059
N 1.774 -0.663 -0.158
O 1.049 1.652 -0.020
H -2.395 0.427 0.709
H -2.212 1.373 -0.890
H -1.359 1.918 0.538
H -1.406 -1.441 1.238
H -0.496 -2.399 -0.190
H -2.059 -1.561 -0.342
H -0.567 -0.056 -1.448
H 0.511 0.269 1.378
H 3.103 1.020 -0.020
H 3.623 -0.522 0.717
H 1.759 -0.749 -1.170
H 1.265 1.647 -1.012
```

## Properties
ΔE to the lowest compared entry with this formula, charge and spin: 308.6 kJ/mol
structure (SMILES): CC(C)[C@H](O)NN
strongest force on any atom: 0.0860 hartree/bohr
gap between HOMO and LUMO: 10.21 eV
HOMO level: -9.33 eV
2S+1: 1


Entry from the Open Molecules 2025 dataset: the molecule CH4N2S at a distorted geometry (ωB97M-V/def2-TZVPD).

The geometry in XYZ format:
```
8
Properties=species:S:1:pos:R:3
C -0.170 0.378 -0.110
H 3.048 0.035 -0.601
H 2.526 0.006 1.007
H 0.731 -1.400 -0.126
H 0.025 1.468 -0.261
N 2.190 0.181 0.101
N 0.923 -0.420 -0.130
S -1.693 -0.044 0.053
```

## Properties
ΔE to the lowest compared entry with this formula, charge and spin: 182.7 kJ/mol
structure (SMILES): NNC=S
strongest force on any atom: 0.0700 hartree/bohr
gap between HOMO and LUMO: 9.27 eV
HOMO level: -8.46 eV
2S+1: 1